1.
84
Properties=species:S:1:pos:R:3:mulliken_spin:R:1 method="wB97M-V/def2-TZVPD" lumo_ev="-7.6 / -7.5" multiplicity=2 gap_ev="4.96 / 4.96" homo_energy_ev="-12.5 / -12.5" total_charge=+2
H 3.018 -1.951 -2.019 -0.002
C -0.985 -2.785 -0.398 -0.003
C -1.489 -2.651 -1.716 -0.043
V -0.188 -0.803 -1.686 1.420
C 0.191 1.666 -8.567 -0.003
Si 0.342 -0.314 -4.819 -0.126
H -2.897 -0.013 -0.151 0.000
H 0.163 1.775 1.693 0.001
C -0.429 -2.384 -6.671 -0.007
C 2.399 -0.070 -0.358 0.017
H 1.571 0.419 -7.497 0.000
N 0.082 0.902 -0.222 -0.037
C -1.497 -1.705 0.383 -0.059
H 2.976 -0.071 0.582 0.003
H -1.290 -1.960 -4.044 0.012
H 1.115 -2.603 -3.406 0.002
H 1.173 -4.775 -8.505 0.000
C 2.561 -2.366 -1.119 0.016
H 2.825 -0.910 -3.917 0.006
C 0.181 1.148 -3.404 -0.112
C -0.257 -3.478 -7.528 -0.002
H 0.482 0.043 1.721 -0.003
H -1.359 -3.399 -2.496 0.007
H 3.161 -3.588 -7.565 0.000
Si 2.814 2.251 -4.268 0.005
C 0.073 5.453 -6.287 0.001
C 1.078 4.827 -7.028 -0.001
C 1.976 -2.145 -6.478 0.000
H -2.032 1.529 -5.381 0.002
C -1.800 2.318 -7.364 -0.001
H -1.771 1.843 -0.583 -0.002
H 0.821 1.713 -9.456 0.000
H 3.835 3.058 -3.606 0.006
N 1.665 -1.385 -0.452 -0.010
H 1.362 -3.063 0.839 0.000
C -1.024 2.360 -8.524 0.001
C -2.287 -0.862 -0.462 0.000
H -0.446 2.455 -1.602 0.010
C -0.578 -1.235 -3.666 -0.077
C 0.602 0.923 -7.458 -0.004
C 1.940 3.910 -6.422 -0.001
H 3.566 2.619 -2.862 0.002
H 1.176 5.034 -8.094 0.000
C 1.559 0.858 -3.681 0.076
H -0.156 2.175 -3.563 0.018
C -2.333 -1.470 -1.747 -0.028
H -0.441 -3.655 -0.034 -0.002
H -1.192 0.634 1.480 0.001
C 0.850 4.293 -4.307 0.004
C -0.878 0.176 -3.404 -0.011
C -1.395 1.547 -6.268 0.003
H -1.447 -1.637 1.468 0.003
H 1.672 1.686 -1.381 0.009
C 1.531 1.179 -0.418 0.028
H -1.440 -2.048 -6.422 -0.001
C 1.837 -0.554 -3.622 0.018
H 3.368 -2.645 -0.421 0.000
C -0.213 0.804 -6.332 -0.016
H 0.726 -1.566 1.519 0.001
H -2.992 -1.153 -2.552 0.004
H -0.618 6.147 -6.770 0.000
H 1.856 1.874 0.373 0.000
C 1.808 3.589 -5.064 -0.004
C -0.038 5.181 -4.921 0.001
H 3.118 -0.026 -1.190 -0.008
H -1.131 -3.989 -7.934 0.000
C 0.687 -1.725 -6.168 -0.006
H 0.783 4.137 -3.226 -0.001
Cl 4.021 1.362 -5.668 0.001
C 1.036 -3.914 -7.848 0.000
H -2.729 2.890 -7.309 0.000
C -0.136 0.810 1.256 0.012
H -1.905 0.527 -3.489 0.021
C -0.706 2.096 -0.607 0.014
H 2.487 -1.826 1.460 0.001
H -1.350 2.945 -9.386 0.000
C 0.827 -1.553 -3.338 -0.158
H -0.817 5.662 -4.327 0.000
H 2.702 3.416 -7.028 0.000
H -0.504 2.899 0.119 0.001
C 2.152 -3.250 -7.324 0.000
C 1.537 -1.984 0.925 0.007
H 2.855 -1.622 -6.092 0.000
H 1.983 -3.260 -1.378 -0.002

2.
91
Properties=species:S:1:pos:R:3:lowdin_charge:R:1 method="wB97M-V/def2-TZVPD" lumo_ev=0.1 gap_ev=8.02 homo_energy_ev=-7.9
C 9.623 -3.079 2.295 -0.143
N -6.434 6.194 -0.332 0.002
H 11.415 -2.861 5.614 0.098
H 4.407 1.373 1.887 0.107
C 4.287 -1.461 0.299 -0.132
C -3.227 -4.551 0.929 -0.142
H -7.833 1.250 -1.335 0.110
C -3.059 -3.308 0.377 -0.109
H 2.578 -0.877 -2.570 0.096
C -11.049 1.168 -3.806 -0.145
C 10.719 -2.770 6.432 -0.143
C 9.645 -2.580 8.396 -0.120
H 7.758 -2.080 2.332 0.111
C -9.725 1.593 -5.572 -0.112
H 11.793 -3.207 2.507 0.092
C -1.075 -3.997 1.177 -0.136
H -7.379 2.948 -1.220 0.108
C -4.575 1.570 -2.288 -0.125
H -6.990 5.406 -0.054 0.133
H -4.101 -5.175 1.021 0.106
C -6.742 7.504 -0.081 -0.146
H 4.233 -2.647 -3.795 0.093
H 11.584 -0.583 3.167 0.094
C -5.742 8.279 -0.606 -0.113
O -3.596 3.931 -2.086 0.025
H 2.771 -0.024 0.606 0.144
H -6.316 2.632 -3.182 0.120
H 1.025 -4.740 -2.096 0.143
F -6.283 1.590 -0.061 -0.061
H -11.786 1.150 -3.020 0.104
H 8.944 0.015 3.023 0.103
C 10.780 -1.249 2.901 -0.115
C -10.834 2.064 -4.820 -0.111
C 2.454 -1.947 -2.628 -0.128
H -2.475 1.598 -0.087 0.175
C 10.889 -2.622 2.556 -0.121
C -6.955 1.924 -1.235 -0.192
C 3.320 -2.872 -3.269 -0.111
C 2.782 -4.121 -3.097 -0.140
C 4.657 0.421 1.449 -0.136
C -5.250 6.123 -1.019 -0.126
H -0.052 -4.133 1.488 0.107
H -4.831 5.171 -1.318 0.081
O -0.711 -0.663 -1.267 0.155
H 3.120 -5.090 -3.425 0.105
C -1.391 0.184 -1.688 -0.248
H 9.267 -4.054 2.003 0.106
C 5.594 -1.485 0.709 -0.114
H 3.710 -2.165 -0.277 0.092
C -2.464 2.077 -1.084 -0.209
H -5.694 9.355 -0.569 0.089
H -1.842 -5.844 1.864 0.144
H 0.557 -2.353 -1.529 0.068
C 8.712 -2.585 7.393 -0.147
H 6.303 -2.272 0.506 0.085
N -1.835 1.233 -2.156 0.193
C -4.795 7.403 -1.201 -0.101
H 8.939 -2.740 5.295 0.127
H -8.499 -0.243 -5.245 0.104
H -9.288 2.057 -6.442 0.091
N 1.627 -3.986 -2.374 0.012
N -2.015 -4.965 1.410 0.001
H -11.409 2.957 -5.005 0.091
C 9.452 -0.917 2.837 -0.145
C -9.302 0.428 -4.989 -0.153
C 5.829 -0.289 1.441 -0.118
H -4.318 0.570 -1.887 0.123
H -6.472 0.873 -3.072 0.103
N 8.755 -2.034 2.463 0.009
H -1.217 -2.043 0.211 0.054
H -3.832 -2.717 -0.088 0.086
C 10.921 -2.697 7.786 -0.116
H 9.436 -2.501 9.451 0.087
N 3.724 -0.302 0.757 0.014
C -2.233 3.873 -2.331 -0.490
O -1.630 4.233 -3.270 0.229
H -3.884 7.681 -1.707 0.093
H 7.637 -2.515 7.424 0.102
C -3.895 2.687 -1.455 -0.223
O -1.675 3.279 -1.178 0.061
H -10.027 -0.610 -3.296 0.141
N 9.374 -2.706 6.201 0.013
H -4.092 1.601 -3.290 0.133
H -4.299 2.881 -0.441 0.158
C -6.094 1.766 -2.531 -0.148
C 1.417 -2.664 -2.088 -0.145
N -10.110 0.178 -3.912 -0.003
C -1.692 -2.956 0.533 -0.115
H 11.877 -2.724 8.282 0.087
H -7.642 7.770 0.448 0.103
H 6.752 0.018 1.907 0.071

3.
85
Properties=species:S:1:pos:R:3:mulliken_spin:R:1 method="wB97M-V/def2-TZVPD" lumo_ev="-9.0 / -7.0" multiplicity=5 gap_ev="4.30 / 6.23" homo_energy_ev="-13.3 / -13.3" total_charge=+2
C -0.476 -1.000 3.588 0.011
H 5.504 -4.701 -2.295 0.000
C 5.090 -2.300 -0.087 0.000
C 1.297 -3.364 -0.392 0.009
C -2.369 2.547 -2.917 0.003
C 0.029 1.225 1.651 0.012
C -4.842 0.631 0.194 0.002
H -5.256 -1.650 -2.278 -0.001
H 0.172 -1.579 -0.423 0.045
C 5.217 -2.791 -1.385 -0.002
C 3.092 2.041 -1.444 0.005
C 0.085 -2.315 1.604 0.001
C -0.168 0.981 5.178 0.000
H 0.547 1.407 2.587 0.018
N -8.088 -0.360 -0.642 0.007
H 4.647 -2.500 -3.438 0.000
C -0.254 -1.069 2.191 0.034
H -2.834 1.443 4.445 0.000
H 3.275 1.723 -2.467 0.000
H 0.524 0.363 5.748 0.000
C -0.144 2.307 0.760 -0.009
C 3.576 -0.621 -0.853 -0.001
C -1.216 -3.233 -0.320 0.004
C 0.226 3.649 0.840 0.010
C 0.014 2.879 -3.550 0.008
H 4.020 2.360 -0.970 0.001
H 5.640 -2.771 0.717 0.000
H -2.876 0.338 3.069 0.000
H 6.950 -3.706 -2.252 0.000
C 4.530 -2.147 -2.421 0.001
H -2.146 1.481 -2.803 0.022
H -5.386 1.229 0.911 0.000
H -1.800 1.752 3.068 0.000
H 1.145 -4.425 -0.201 -0.001
C -0.130 4.246 -0.370 -0.039
H 0.267 1.843 -3.310 0.006
H -2.083 -2.649 -0.005 -0.001
N -0.370 0.035 1.327 0.007
H -2.914 1.352 0.794 0.000
H 0.906 3.497 -3.446 0.000
H 6.386 -4.490 -0.773 0.000
H -0.284 -2.071 5.426 0.000
C 0.097 -2.553 0.103 -0.061
O 1.156 0.287 -1.257 -0.058
C -0.683 3.256 -1.194 0.012
C -1.120 3.391 -2.636 0.028
H -1.296 -4.211 0.152 0.001
C 4.263 -1.224 0.191 -0.001
C 0.364 -3.402 2.413 -0.004
C -2.221 0.960 3.685 -0.001
H -0.304 2.921 -4.593 0.000
C -1.163 0.108 4.393 0.000
Mn -0.749 0.154 -0.890 4.216
C -0.148 -2.119 4.352 0.000
H -1.720 -0.446 5.152 0.000
C 0.294 -3.299 3.792 0.002
H 0.418 1.631 4.528 -0.001
C -1.401 4.856 -2.973 0.003
H -1.244 -3.383 -1.404 -0.001
N -2.749 -0.015 -0.746 -0.138
H -1.831 4.923 -3.972 -0.001
H 0.634 -4.349 1.966 0.000
H 3.168 -0.583 -2.968 -0.001
H 2.218 -3.052 0.096 0.001
H -0.712 1.619 5.876 0.000
H 0.664 4.132 1.701 0.000
H 2.358 2.845 -1.406 -0.003
H -0.482 5.442 -2.968 0.000
H -0.024 5.284 -0.639 0.002
C -6.942 -0.307 -0.658 -0.001
H 0.527 -4.154 4.412 0.000
H -2.104 5.301 -2.268 0.000
C -3.469 0.703 0.130 0.065
C 6.062 -3.992 -1.684 0.000
C -3.400 -0.839 -1.589 0.019
C 3.708 -1.068 -2.164 -0.003
H -3.194 2.810 -2.253 -0.001
H 1.421 -3.242 -1.470 -0.002
C -5.514 -0.221 -0.683 0.006
H 4.166 -0.854 1.205 0.000
H -2.691 2.699 -3.947 0.001
S 2.434 0.683 -0.472 0.005
C -4.768 -0.976 -1.589 -0.018
N -0.728 2.101 -0.484 -0.218
H -2.799 -1.405 -2.292 0.000

4.
93
Properties=species:S:1:pos:R:3:lowdin_charge:R:1 method="wB97M-V/def2-TZVPD" lumo_ev=-4.7 gap_ev=6.29 homo_energy_ev=-11.0 total_charge=+1
C -1.057 0.351 -0.383 -0.105
C 2.796 -6.001 -3.734 -0.143
C 0.090 4.854 1.182 -0.132
H -0.080 4.989 0.118 0.107
P -3.841 -0.562 0.261 0.376
O -3.856 -1.513 -1.240 -0.264
H 1.565 -3.230 1.088 0.147
H -8.291 0.045 2.571 0.103
H 6.444 -6.772 -6.985 0.102
H -6.030 -0.990 2.810 0.060
H 3.517 -5.919 -4.542 0.075
H 6.430 0.506 0.492 0.109
C 4.158 -6.458 -9.456 -0.078
H 4.063 -6.342 -10.532 0.106
C 0.463 4.401 3.846 -0.061
N -0.087 -0.520 3.609 0.176
H 0.650 -8.229 -2.696 0.105
C 0.637 5.867 1.952 -0.079
C 0.825 5.633 3.310 -0.050
C -7.105 -1.492 5.851 -0.158
C 3.024 -6.520 -8.653 -0.073
C 2.628 -4.972 -2.821 -0.074
H -6.713 -1.941 6.759 0.099
H 2.342 -6.717 -6.616 0.091
H 1.526 -4.350 -1.077 0.070
H -1.013 7.648 1.476 0.075
H -1.611 -1.471 0.998 0.139
H 2.030 -6.455 -9.081 0.102
H 0.596 4.188 4.900 0.108
H 7.835 1.538 2.284 0.109
H -1.792 1.461 1.833 0.107
H -9.810 0.056 4.556 0.107
C 4.581 1.047 1.456 -0.092
H 6.318 -6.501 -9.465 0.102
N -0.566 8.077 -0.491 0.053
C 1.194 -7.289 -2.704 -0.142
H 2.340 -1.326 -0.315 0.141
N 2.100 -7.158 -3.698 0.071
H -3.429 -2.396 -0.954 0.091
C 6.116 2.170 3.411 -0.135
H -0.330 8.599 -2.473 0.103
C 6.753 1.564 2.341 -0.063
H 2.960 1.751 2.692 0.077
H -1.296 -0.011 -1.495 0.152
H 3.217 -4.065 -2.896 0.097
C 5.415 -6.546 -8.867 -0.076
C 4.037 1.678 2.563 -0.168
C -8.378 -0.946 5.815 -0.078
H -0.369 2.470 3.364 0.068
H 0.910 6.816 1.505 0.097
H 0.211 -6.474 -0.973 0.100
H 1.659 -0.238 1.729 0.135
S -4.838 1.103 0.135 0.294
C 5.486 -6.695 -7.491 -0.147
C -2.678 8.643 0.532 -0.068
H 1.091 1.083 -0.584 0.172
H 3.941 0.609 0.698 0.076
H -0.531 -0.109 4.483 0.163
N 0.859 0.411 1.465 0.126
C -7.977 -0.387 3.515 -0.069
C 0.953 -6.316 -1.748 -0.078
C -2.003 -0.373 0.743 -0.391
H 6.685 2.629 4.215 0.108
H -9.010 -0.960 6.695 0.102
C -6.722 -0.959 3.647 -0.151
C -0.307 0.109 2.379 -0.195
H -4.110 9.645 -0.727 0.109
C -1.405 8.097 0.568 -0.158
H 1.250 6.404 3.946 0.116
H 1.164 -1.160 -1.817 0.171
H -3.765 -2.069 1.910 0.077
N 4.403 -6.757 -6.686 0.048
C -3.119 9.206 -0.661 -0.072
O 0.499 -2.414 -0.214 -0.240
C -8.819 -0.383 4.622 -0.077
N -1.782 0.420 2.049 0.040
N -6.266 -1.512 4.792 0.045
H -1.280 1.524 -0.402 0.138
O 0.715 -2.694 1.050 -0.081
C -2.277 9.202 -1.768 -0.070
C 3.196 -6.666 -7.286 -0.151
C 5.967 0.991 1.346 -0.073
N 4.773 2.242 3.545 0.059
C 0.536 0.204 0.002 -0.241
N -0.270 3.647 1.673 0.047
H -2.591 9.634 -2.712 0.105
C -1.022 8.630 -1.636 -0.146
C -0.074 3.449 2.994 -0.173
C 1.207 -1.192 -0.625 -0.092
C 1.686 -5.136 -1.810 -0.089
H -3.310 8.629 1.412 0.104
H 0.531 -1.384 3.654 0.153
O -4.562 -1.645 1.471 -0.281

5.
93
Properties=species:S:1:pos:R:3:lowdin_charge:R:1 method="wB97M-V/def2-TZVPD" lumo_ev=2.2 gap_ev=7.30 homo_energy_ev=-5.1 total_charge=-1
H 4.210 0.506 -4.903 0.023
H 4.633 -1.824 -1.790 0.017
C -6.157 -0.274 2.723 -0.086
C 1.593 3.881 -1.098 -0.220
Si 2.190 -0.775 -4.222 0.295
C -1.467 -0.253 2.650 -0.365
C 0.415 3.597 -3.892 -0.226
Sb -1.574 0.330 -3.515 0.375
S -2.358 -3.311 0.504 0.661
H -0.562 3.347 -3.466 0.000
C 3.422 3.683 -3.533 -0.222
C -2.626 4.761 1.081 -0.093
H 5.435 1.055 -2.240 0.021
C -4.131 -0.262 1.414 -0.353
C -2.661 4.033 -0.099 -0.074
C -1.550 -4.584 2.767 -0.066
S -0.160 0.606 -1.338 -0.008
C -6.859 -0.782 1.636 -0.090
C -6.205 -1.011 0.435 -0.070
H 4.731 -1.865 -0.020 0.037
H 2.084 -3.354 2.599 0.118
H 1.167 0.602 -6.048 0.019
H 1.854 -0.931 -6.626 0.030
H 1.843 -3.175 -4.585 0.037
H -6.748 -1.396 -0.419 0.107
H -2.758 4.532 -1.056 0.105
C -0.655 -4.963 3.753 -0.201
H 3.355 4.754 -3.756 0.029
H -2.474 4.660 3.224 0.097
C 0.087 -0.827 4.899 -0.083
H 0.285 -0.907 -5.795 -0.003
C -2.437 1.978 1.147 -0.337
H 2.469 3.703 -0.465 0.018
H 3.646 3.158 -4.468 0.022
H 2.834 1.712 1.014 0.026
C -0.199 0.313 2.799 -0.117
C 4.018 -0.528 -4.597 -0.229
H 4.647 -0.741 -3.727 -0.001
H 2.141 0.090 1.209 -0.025
H -7.918 -0.992 1.728 0.098
H -2.888 -1.622 3.500 0.104
C 1.625 -4.853 4.720 -0.183
C -2.404 2.714 2.332 -0.091
H 4.264 3.530 -2.854 0.006
C 0.672 -4.520 3.689 -0.203
H 1.558 0.468 4.012 0.103
H -2.590 2.090 -1.001 -0.037
C 0.573 0.027 3.914 -0.075
C -1.171 -3.762 1.698 -0.657
N -1.485 -6.451 5.710 0.152
S 0.767 -2.278 0.372 0.702
C 4.085 -1.610 -0.869 -0.231
H -4.269 0.420 3.452 0.102
C 1.855 -2.530 -3.700 -0.203
C 0.171 -3.326 1.638 -0.621
H 3.831 0.389 1.661 0.039
H -2.577 -4.922 2.825 0.116
C -4.845 -0.757 0.326 -0.101
H 5.932 0.958 -0.541 0.033
H 4.899 2.286 -1.088 0.012
H 0.717 3.461 -0.594 0.009
H 3.209 -2.264 -0.827 -0.031
C 5.104 1.219 -1.210 -0.224
C -2.500 4.097 2.298 -0.091
S -2.101 -1.925 -2.660 0.002
C 1.063 -3.712 2.636 -0.061
C 3.046 0.641 0.939 -0.224
C -2.563 2.646 -0.067 -0.140
H -2.297 2.213 3.287 0.102
H 1.451 4.962 -1.193 0.033
Ge 1.890 0.720 -2.389 0.406
H -1.538 -2.090 5.502 0.107
Ga -1.172 -1.627 -0.657 -0.567
H 0.689 -1.052 5.771 0.103
H -4.333 -0.940 -0.614 0.075
C -1.162 -1.408 4.749 -0.078
N 2.400 -5.099 5.534 0.151
P -2.375 0.140 1.112 1.050
H 0.872 -2.604 -3.224 0.000
H 0.183 0.980 2.033 0.098
H 0.485 3.125 -4.876 0.025
Si 1.813 3.084 -2.774 0.301
Si 3.593 0.190 -0.782 0.314
C 1.280 -0.460 -5.820 -0.248
C -1.929 -1.134 3.622 -0.093
H 2.602 -2.908 -3.001 0.018
C -4.800 -0.006 2.610 -0.095
H 0.445 4.684 -4.028 0.034
C -1.108 -5.792 4.846 -0.181
H -2.693 5.843 1.060 0.097
H -6.668 -0.078 3.658 0.099
S -3.499 1.487 -3.249 -0.251
H 4.335 -1.187 -5.413 0.032

no.,E (eV)
1,-93915.103
2,-59817.402
3,-87141.869
4,-78704.936
5,-242528.024